Record 1
{
  "formula": "C24H23AuN7PS",
  "method": "the ωB97M-V functional and the def2-TZVPD basis",
  "species": ["Au", "N", "P", "C", "C", "C", "C", "C", "C", "C", "C", "C", "C", "C", "C", "C", "C", "C", "C", "C", "N", "H", "H", "H", "H", "H", "H", "H", "H", "H", "H", "H", "H", "H", "H", "H", "N", "C", "C", "C", "N", "C", "N", "C", "N", "C", "S", "N", "C", "H", "H", "H", "H", "H", "H", "H", "H"],
  "xyz": [[0.9731, 0.6203, -0.0910], [-2.1206, 0.1527, -0.2625], [-0.8322, -0.8677, 0.1042], [-1.0986, -2.3648, -0.8127], [-2.2193, -3.1435, -0.5066], [-2.4551, -4.2994, -1.2318], [-1.5696, -4.6853, -2.2333], [-0.4437, -3.9240, -2.5158], [-0.2045, -2.7560, -1.8056], [-0.8863, -1.2368, 1.8547], [0.0172, -2.1942, 2.3379], [0.0231, -2.5086, 3.6882], [-0.8610, -1.8654, 4.5521], [-1.7440, -0.9061, 4.0738], [-1.7559, -0.5819, 2.7225], [-2.0003, 1.5303, -0.1213], [-3.0397, 2.4061, -0.4130], [-2.8357, 3.7523, -0.2019], [-1.6171, 4.2074, 0.3014], [-0.6352, 3.2850, 0.5515], [-0.8192, 1.9641, 0.3337], [-2.9315, -0.2132, -0.7358], [-2.8896, -2.8604, 0.2982], [-3.3200, -4.9100, -1.0058], [-1.7549, -5.5968, -2.7886], [0.2498, -4.2452, -3.2833], [0.6792, -2.1607, -2.0004], [0.6873, -2.7105, 1.6557], [0.7035, -3.2619, 4.0684], [-0.8612, -2.1174, 5.6065], [-2.4346, -0.4189, 4.7509], [-2.4578, 0.1530, 2.3463], [-3.9865, 2.0270, -0.7770], [-3.6293, 4.4548, -0.4214], [-1.4399, 5.2563, 0.4925], [0.3313, 3.5737, 0.9459], [2.0575, 1.2360, 1.9707], [1.8323, 1.0669, 3.0855], [1.5533, 0.8570, 4.4667], [2.2761, -0.1004, 5.2061], [2.8659, -0.8866, 5.8166], [0.5059, 1.6009, 5.0587], [-0.3790, 2.1885, 5.5174], [3.4159, 3.4019, -3.9108], [3.2959, 2.5433, -2.7332], [2.8413, 1.2996, -2.7581], [3.0238, 0.3427, -1.2967], [2.3721, 0.8233, -3.9000], [1.8583, -0.5255, -4.1514], [3.8037, 4.3645, -3.5958], [2.4401, 3.5659, -4.3711], [4.1022, 2.9726, -4.6424], [3.7312, 2.8329, -1.8736], [2.3740, 1.4474, -4.6917], [2.3286, -1.2313, -3.4748], [2.1027, -0.7989, -5.1743], [0.7771, -0.5551, -4.0245]],
  "lowdin_charge": [0.610, -0.076, 0.929, -0.360, -0.071, -0.042, -0.034, -0.048, -0.088, -0.371, -0.084, -0.058, -0.053, -0.063, -0.076, -0.378, 0.014, -0.015, -0.034, -0.110, -0.020, 0.129, 0.119, 0.122, 0.123, 0.118, 0.070, 0.117, 0.122, 0.124, 0.120, 0.106, 0.129, 0.130, 0.123, 0.113, 0.149, -0.111, -0.149, -0.146, 0.260, -0.152, 0.250, -0.032, -0.030, -0.749, 0.613, 0.001, -0.053, 0.102, 0.098, 0.106, 0.128, 0.132, 0.058, 0.102, 0.089],
  "homo_lumo_gap_ev": [8.6, 6.2],
  "s2": 2.037,
  "homo_ev": [-13.97, -14.80],
  "spin_multiplicity": 3,
  "energy_ev": -59492.62895,
  "charge": 2
}

***

Record 2
{
  "formula": "C24H23BaClO4S",
  "method": "the ωB97M-V functional and the def2-TZVPD basis",
  "species": ["Ba", "C", "C", "C", "C", "C", "C", "C", "C", "C", "C", "H", "H", "H", "H", "H", "H", "H", "H", "H", "H", "H", "H", "H", "H", "Cl", "C", "C", "C", "C", "O", "C", "C", "O", "C", "H", "H", "H", "H", "O", "C", "O", "C", "C", "C", "C", "S", "C", "C", "H", "H", "H", "H", "H"],
  "xyz": [[1.2434, 0.2280, -0.3195], [-0.9291, -2.8439, -0.2396], [-0.8135, -3.1162, 1.2646], [-2.1552, -2.8752, 1.9459], [0.3235, -2.2902, 1.8411], [0.1137, -1.1542, 2.6092], [1.1900, -0.4126, 3.0979], [2.5015, -0.7954, 2.8605], [3.6620, -0.0520, 3.4598], [2.7144, -1.9369, 2.0749], [1.6481, -2.6634, 1.5759], [-1.7258, -3.4284, -0.7005], [0.0049, -3.0833, -0.7552], [-1.1773, -1.7890, -0.3939], [-0.5418, -4.1669, 1.4019], [-2.5121, -1.8577, 1.7766], [-2.0863, -3.0391, 3.0219], [-2.9058, -3.5562, 1.5433], [-0.8912, -0.8245, 2.8247], [0.9948, 0.4712, 3.6949], [4.0484, -0.5997, 4.3221], [3.3687, 0.9417, 3.7952], [4.4720, 0.0538, 2.7396], [3.7274, -2.2437, 1.8512], [1.8383, -3.5519, 0.9822], [-3.6113, 6.4665, -1.2115], [-2.3618, 5.2573, -1.1368], [-1.1600, 5.4622, -1.8411], [-0.1619, 4.5311, -1.8048], [-0.2885, 3.3212, -1.0623], [0.6574, 2.4565, -1.0578], [-1.5126, 3.1414, -0.3514], [-1.7749, 1.9837, 0.4468], [-1.0284, 1.0220, 0.6516], [-2.5313, 4.1213, -0.4080], [-1.0335, 6.3710, -2.4152], [0.7638, 4.6883, -2.3432], [-2.7691, 1.9745, 0.9279], [-3.4505, 3.9537, 0.1408], [3.7201, 1.9126, -6.5366], [4.0812, 0.7472, -5.9405], [4.3672, -0.1983, -6.6203], [4.1011, 0.7324, -4.4508], [4.8492, -0.2650, -3.8148], [4.8954, -0.3410, -2.4433], [4.1862, 0.5699, -1.6303], [4.2058, 0.3973, 0.1150], [3.4405, 1.5636, -2.2790], [3.4004, 1.6370, -3.6673], [3.6511, 2.6100, -5.8748], [5.3862, -0.9745, -4.4308], [5.4776, -1.1128, -1.9567], [2.9019, 2.2985, -1.6952], [2.7823, 2.4046, -4.1224]],
  "lowdin_charge": [1.853, -0.073, -0.377, -0.071, -0.259, -0.080, -0.064, -0.328, -0.059, -0.092, -0.069, 0.086, 0.075, 0.057, 0.141, 0.079, 0.088, 0.083, 0.106, 0.122, 0.090, 0.084, 0.026, 0.114, 0.123, 0.646, -0.676, -0.087, -0.001, -0.372, -0.367, -0.137, -0.205, -0.219, -0.071, 0.108, 0.116, 0.130, 0.113, 0.107, -0.485, 0.116, -0.153, -0.015, -0.111, -0.793, 0.442, -0.197, -0.033, 0.089, 0.122, 0.098, 0.065, 0.115],
  "homo_lumo_gap_ev": 7.2,
  "homo_ev": -7.53,
  "energy_ev": -57506.34226
}

***

Record 3
{
  "formula": "C24H23BrN4O4",
  "method": "the ωB97M-V functional and the def2-TZVPD basis",
  "species": ["C", "C", "C", "C", "C", "C", "C", "C", "N", "C", "C", "C", "C", "C", "C", "N", "O", "O", "H", "C", "N", "C", "O", "C", "C", "C", "C", "C", "C", "H", "H", "Br", "H", "H", "H", "H", "C", "C", "O", "N", "H", "H", "H", "H", "H", "H", "H", "H", "H", "H", "H", "H", "H", "H", "H", "H"],
  "xyz": [[3.4995, 1.1932, 4.5038], [2.0744, 1.6530, 4.5581], [1.2567, 1.2254, 5.5974], [-0.0598, 1.6357, 5.6963], [-0.5815, 2.4992, 4.7501], [0.2185, 2.9285, 3.7075], [1.5381, 2.5100, 3.5937], [2.3755, 3.0050, 2.4341], [2.9506, 1.9457, 1.6395], [2.2729, 1.1014, 0.8480], [0.8775, 1.2116, 0.6641], [0.1867, 0.3800, -0.1767], [0.8372, -0.6240, -0.9043], [2.1930, -0.7659, -0.7345], [2.9215, 0.0594, 0.1302], [4.3021, -0.2134, 0.2495], [4.7708, -1.1395, -0.3877], [4.9882, 0.4782, 1.0037], [2.7424, -1.5249, -1.2710], [0.0952, -1.5596, -1.8305], [-1.2097, -1.0629, -2.2038], [-1.5225, -0.8086, -3.4988], [-0.6889, -0.7614, -4.3815], [-2.9724, -0.5473, -3.7387], [-3.9582, -1.3453, -3.1643], [-5.2925, -1.0984, -3.4332], [-5.6318, -0.0490, -4.2707], [-4.6637, 0.7438, -4.8648], [-3.3326, 0.4821, -4.6024], [-2.5570, 1.0745, -5.0632], [-4.9482, 1.5479, -5.5259], [-7.4702, 0.3032, -4.6253], [-6.0618, -1.7182, -2.9989], [-3.6909, -2.1878, -2.5425], [-1.9599, -1.2180, -1.5476], [0.6578, -1.6490, -2.7691], [-0.0538, -2.9495, -1.1724], [-0.9620, -3.8012, -2.0448], [-2.1660, -3.8264, -1.8980], [-0.3305, -4.4899, -3.0139], [0.6550, -4.3951, -3.1821], [-0.8812, -5.0064, -3.6804], [0.9245, -3.4098, -1.0452], [-0.5235, -2.8310, -0.1941], [-0.8782, 0.5133, -0.2886], [0.3421, 1.9682, 1.2106], [3.9447, 1.7569, 1.7289], [1.7657, 3.6553, 1.7969], [3.2089, 3.6015, 2.8155], [-0.1878, 3.6117, 2.9736], [-1.6044, 2.8367, 4.8215], [-0.6738, 1.2883, 6.5136], [1.6649, 0.5614, 6.3458], [3.6334, 0.4328, 3.7357], [4.1726, 2.0187, 4.2799], [3.7921, 0.7601, 5.4571]],
  "lowdin_charge": [-0.034, -0.219, -0.044, -0.083, -0.084, -0.059, -0.182, -0.128, 0.048, -0.162, 0.015, 0.003, -0.168, 0.052, -0.080, -0.340, 0.070, 0.045, 0.129, -0.258, 0.105, -0.438, 0.081, -0.130, -0.016, -0.114, -0.677, -0.117, -0.010, 0.122, 0.102, 0.724, 0.103, 0.096, 0.139, 0.151, -0.041, -0.547, 0.043, 0.187, 0.109, 0.118, 0.121, 0.134, 0.116, 0.094, 0.102, 0.123, 0.133, 0.110, 0.102, 0.102, 0.110, 0.081, 0.083, 0.080],
  "homo_lumo_gap_ev": 7.8,
  "homo_ev": -8.35,
  "energy_ev": -109453.56501,
  "smiles": "Cc1ccccc1CNc1ccc([C@@H](CC(N)=O)NC(=O)c2ccc(Br)cc2)cc1[N+](=O)[O-]"
}

***

Record 4
{
  "formula": "C24H23F10HfN4S4",
  "method": "the ωB97M-V functional and the def2-TZVPD basis",
  "species": ["Hf", "C", "C", "S", "C", "C", "S", "C", "C", "S", "H", "H", "H", "H", "H", "H", "H", "H", "H", "H", "H", "H", "C", "N", "C", "C", "N", "C", "C", "F", "C", "F", "C", "F", "C", "F", "C", "F", "C", "C", "N", "C", "C", "F", "C", "F", "C", "F", "C", "F", "C", "F", "H", "H", "H", "H", "H", "H", "H", "H", "H", "H", "H", "S", "C", "N"],
  "xyz": [[0.2745, 0.4887, -0.1113], [-2.0985, -0.8093, 3.0831], [-2.7975, 0.5173, 2.8819], [-2.2012, 1.4015, 1.3789], [-1.9346, 3.0719, 2.0623], [-0.7267, 3.2401, 2.9697], [0.7602, 2.3067, 2.4343], [1.1491, 1.4567, 4.0108], [0.1168, 0.4335, 4.4468], [-0.2793, -0.7180, 3.0647], [-2.3126, -1.4837, 2.2540], [-2.4175, -1.2776, 4.0130], [-2.6637, 1.1828, 3.7319], [-3.8663, 0.3467, 2.7429], [-2.8436, 3.3517, 2.5937], [-1.8391, 3.7165, 1.1896], [-0.9383, 2.9346, 3.9930], [-0.4410, 4.2922, 2.9601], [1.2805, 2.2354, 4.7624], [2.1118, 0.9809, 3.8393], [-0.8111, 0.8996, 4.7647], [0.5161, -0.1551, 5.2714], [3.4294, 1.1401, 0.5037], [2.6603, 0.1323, -0.2418], [2.8894, 0.2657, -1.6910], [1.8103, -0.4747, -2.5023], [0.4825, -0.0123, -2.1205], [-0.4794, 0.2007, -3.0522], [-0.5343, -0.3153, -4.3685], [0.3924, -1.2056, -4.7758], [-1.5325, 0.0285, -5.2702], [-1.4933, -0.4687, -6.5020], [-2.5727, 0.8817, -4.8999], [-3.5147, 1.2345, -5.7697], [-2.6064, 1.3507, -3.5887], [-3.5866, 2.1431, -3.1690], [-1.5857, 1.0068, -2.7226], [-1.6082, 1.4883, -1.4140], [3.0137, -1.2316, 0.2046], [1.8815, -1.7552, 1.0890], [0.5946, -1.5224, 0.4447], [0.0229, -2.4865, -0.3179], [0.5011, -3.7760, -0.6539], [1.7353, -4.1723, -0.2841], [-0.2468, -4.6807, -1.3938], [0.2659, -5.8762, -1.6549], [-1.5147, -4.3545, -1.8728], [-2.2221, -5.2311, -2.5760], [-2.0147, -3.0833, -1.6050], [-3.2005, -2.7036, -2.0731], [-1.2560, -2.2145, -0.8455], [-1.7517, -0.9430, -0.5451], [4.4937, 1.1006, 0.2469], [3.0629, 2.1449, 0.2764], [3.3228, 0.9720, 1.5758], [2.8748, 1.3283, -1.9533], [3.8745, -0.1358, -1.9630], [2.0205, -0.2724, -3.5547], [1.8822, -1.5614, -2.3535], [3.1360, -1.8919, -0.6548], [3.9571, -1.2317, 0.7561], [2.0444, -2.8035, 1.3339], [1.8813, -1.1973, 2.0344], [0.9765, 2.8202, -0.9931], [0.4241, 4.0373, -0.0323], [0.0492, 4.9135, 0.6139]],
  "lowdin_charge": [1.491, -0.489, -0.451, 0.861, -0.481, -0.460, 0.806, -0.487, -0.461, 0.885, 0.072, 0.092, 0.073, 0.091, 0.096, 0.050, 0.075, 0.074, 0.093, 0.068, 0.064, 0.086, -0.099, -0.306, -0.191, -0.172, -0.161, -0.187, -0.117, 0.097, -0.128, 0.147, -0.125, 0.145, -0.134, 0.146, -0.116, -0.102, -0.144, -0.231, -0.205, -0.197, -0.119, 0.092, -0.132, 0.150, -0.132, 0.146, -0.139, 0.142, -0.112, -0.025, 0.112, 0.033, 0.079, 0.087, 0.144, 0.133, 0.119, 0.120, 0.138, 0.127, 0.054, 0.651, -0.840, 0.102],
  "homo_lumo_gap_ev": 7.8,
  "homo_ev": -11.07,
  "energy_ev": -103038.58167,
  "charge": 1
}

***

Sequential ΔE to the lowest compared entry with this formula, charge and spin output: 21.7 11.0 8.5 90.8 kJ/mol